Record 1
{"formula": "C53H44BN6O2P3S2Ti", "method": "ωB97M-V/def2-TZVPD", "elements": ["Ti", "C", "C", "N", "N", "C", "B", "N", "C", "C", "C", "N", "N", "C", "C", "C", "N", "H", "H", "H", "H", "H", "H", "H", "H", "H", "H", "S", "P", "C", "P", "S", "C", "C", "C", "C", "C", "C", "C", "C", "C", "C", "C", "C", "C", "C", "C", "C", "C", "C", "C", "C", "C", "C", "C", "C", "H", "H", "H", "H", "H", "H", "H", "H", "H", "H", "H", "H", "H", "H", "H", "H", "H", "H", "H", "H", "O", "C", "O", "C", "C", "C", "C", "C", "C", "P", "C", "C", "C", "C", "C", "C", "C", "C", "C", "C", "C", "C", "H", "H", "H", "H", "H", "H", "H", "H", "H", "H", "H", "H", "H", "H"], "positions_angstrom": [[-0.4608, -0.6354, 0.3871], [-1.8399, -4.0744, -2.0946], [-1.0212, -2.9784, -1.8247], [-1.4328, -2.3088, -0.7552], [-2.5172, -2.9935, -0.2945], [-2.7770, -4.0398, -1.0815], [-3.3015, -2.5632, 0.9624], [-2.2915, -2.4840, 2.1327], [-2.3907, -3.0862, 3.3257], [-1.1604, -3.0506, 3.9475], [-0.3262, -2.3961, 3.0311], [-1.0105, -2.0577, 1.9454], [-3.9704, -1.2130, 0.6607], [-5.2648, -0.9172, 0.4590], [-5.3321, 0.3718, -0.0317], [-3.9889, 0.7824, -0.0996], [-3.1796, -0.1808, 0.3184], [-1.7460, -4.7844, -2.8981], [-0.1346, -2.6698, -2.3464], [-3.6058, -4.6890, -0.8500], [-4.1548, -3.3871, 1.2135], [-3.3362, -3.4990, 3.6401], [-0.8949, -3.4375, 4.9168], [0.7280, -2.1590, 3.0893], [-6.0324, -1.6417, 0.6779], [-6.2127, 0.9362, -0.2903], [-3.5765, 1.7276, -0.4234], [1.7697, -3.5478, -0.0362], [2.3303, -1.8331, -0.8666], [1.2393, -0.5299, -1.0201], [0.5372, 0.1941, -2.3534], [-1.2213, 0.9720, -1.7668], [0.2365, -0.6566, -3.9814], [-1.0594, -1.0128, -4.3419], [-1.3112, -1.6659, -5.5458], [-0.2670, -1.9622, -6.4089], [1.0286, -1.6010, -6.0669], [1.2741, -0.9547, -4.8603], [1.5388, 1.6241, -2.9803], [2.5888, 2.0937, -2.2045], [3.2857, 3.2455, -2.5648], [2.9331, 3.9381, -3.7121], [1.8808, 3.4753, -4.4993], [1.1897, 2.3294, -4.1331], [3.8217, -1.2365, 0.0237], [4.9336, -2.0644, 0.1721], [6.0795, -1.6020, 0.7995], [6.1214, -0.3027, 1.3036], [5.0093, 0.5139, 1.1864], [3.8645, 0.0431, 0.5492], [3.1429, -2.2350, -2.4896], [2.8330, -3.3934, -3.1857], [3.4196, -3.6557, -4.4227], [4.3354, -2.7668, -4.9641], [4.6632, -1.6068, -4.2695], [4.0623, -1.3439, -3.0440], [-1.8687, -0.7678, -3.6644], [-2.3267, -1.9446, -5.8023], [-0.4624, -2.4717, -7.3461], [1.8550, -1.8250, -6.7306], [2.2886, -0.6742, -4.6135], [2.8485, 1.5455, -1.3097], [4.1002, 3.5967, -1.9424], [3.4696, 4.8369, -3.9936], [1.5971, 4.0140, -5.3962], [0.3584, 1.9857, -4.7400], [4.8873, -3.0813, -0.2016], [6.9389, -2.2542, 0.9064], [7.0117, 0.0570, 1.8074], [5.0120, 1.5082, 1.6169], [2.9692, 0.6486, 0.4963], [2.1378, -4.0920, -2.7313], [3.1587, -4.5603, -4.9602], [4.7959, -2.9757, -5.9233], [5.3810, -0.9074, -4.6819], [4.3136, -0.4366, -2.5047], [2.3844, -0.6578, 2.9524], [1.4238, 0.1141, 2.8172], [0.6961, 0.0837, 1.6559], [0.9477, 1.0354, 3.7795], [1.7821, 1.2912, 4.9227], [1.4363, 2.1798, 5.8930], [0.1967, 2.8921, 5.8266], [-0.6506, 2.6268, 4.7622], [-0.3477, 1.7182, 3.7484], [-1.5850, 1.3948, 2.4532], [-3.1436, 1.2029, 3.4343], [-3.0657, 0.3297, 4.5270], [-4.2024, -0.0706, 5.2126], [-5.4565, 0.3865, 4.8207], [-5.5549, 1.2377, 3.7339], [-4.4078, 1.6352, 3.0465], [-1.6881, 3.0959, 1.7097], [-2.5722, 4.1115, 2.0694], [-2.4974, 5.3724, 1.4820], [-1.5284, 5.6388, 0.5246], [-0.6314, 4.6390, 0.1672], [-0.7114, 3.3859, 0.7537], [2.7183, 0.7492, 4.9712], [2.1119, 2.3505, 6.7257], [-0.0817, 3.6086, 6.5895], [-1.6098, 3.1392, 4.7322], [-2.0941, -0.0399, 4.8356], [-4.1053, -0.7493, 6.0525], [-6.3468, 0.0721, 5.3530], [-6.5244, 1.5883, 3.3990], [-4.5200, 2.2716, 2.1776], [-3.3226, 3.9335, 2.8291], [-3.1970, 6.1453, 1.7808], [-1.4704, 6.6172, 0.0619], [0.1298, 4.8230, -0.5824], [-0.0061, 2.6161, 0.4619]], "charge": -2, "multiplicity": 3, "lumo_ha": [0.152, 0.152], "homo_energy_ev": [0.66, -2.42], "orbital_gap_ha": [0.128, 0.241]}

=====

Record 2
{"formula": "C53H44FKN6O6P2SSi", "method": "ωB97M-V/def2-TZVPD", "elements": ["K", "C", "Si", "C", "C", "C", "C", "C", "C", "P", "C", "C", "C", "C", "C", "C", "C", "C", "C", "C", "C", "C", "C", "C", "C", "C", "C", "C", "P", "C", "C", "C", "C", "C", "C", "C", "C", "C", "C", "C", "C", "H", "H", "H", "H", "H", "H", "H", "H", "H", "H", "H", "H", "H", "H", "H", "H", "H", "H", "H", "H", "H", "H", "H", "H", "H", "H", "H", "H", "H", "H", "H", "N", "C", "C", "C", "C", "C", "C", "S", "O", "O", "N", "C", "N", "C", "C", "C", "N", "H", "H", "H", "H", "H", "H", "H", "H", "H", "F", "C", "C", "N", "C", "C", "O", "O", "C", "O", "N", "C", "O", "H", "H", "H", "H"], "positions_angstrom": [[-0.6932, -0.3890, 0.5133], [-3.0758, 2.8212, -2.5165], [-1.9270, 2.5547, -0.9564], [-0.2022, 2.9431, -1.7555], [0.5515, 4.1204, -1.5979], [1.8324, 4.2444, -2.1147], [2.4123, 3.1980, -2.8297], [1.6967, 2.0281, -3.0225], [0.4095, 1.8921, -2.4887], [-0.6234, 0.3864, -2.6220], [0.6182, -1.0421, -2.8490], [1.8351, -2.0192, -4.7598], [3.0868, -2.2059, -4.3628], [3.7390, -1.6117, -3.1987], [3.1775, -1.0284, -2.1392], [1.7220, -0.9226, -1.7406], [-1.3108, 0.5766, -4.3396], [-0.6576, 1.2970, -5.3370], [-1.2142, 1.4337, -6.6054], [-2.4442, 0.8597, -6.8917], [-3.1181, 0.1609, -5.8988], [-2.5587, 0.0263, -4.6353], [-2.3248, 4.1456, 0.0690], [-2.9239, 5.3128, -0.4294], [-3.3046, 6.3596, 0.4012], [-3.0979, 6.2584, 1.7737], [-2.4972, 5.1231, 2.3025], [-2.1024, 4.0679, 1.4709], [-1.2816, 2.4952, 2.0314], [-1.2294, 2.7889, 3.8655], [-2.4555, 2.7794, 4.5362], [-2.5319, 2.9358, 5.9102], [-1.3690, 3.0716, 6.6597], [-0.1416, 3.0425, 6.0160], [-0.0738, 2.9065, 4.6317], [0.4824, 2.9745, 1.6293], [0.9027, 4.3051, 1.7214], [2.2123, 4.6753, 1.4479], [3.1411, 3.7178, 1.0600], [2.7488, 2.3929, 0.9636], [1.4390, 2.0260, 1.2527], [-2.5635, 3.2914, -3.3663], [-3.9366, 3.4471, -2.2467], [-3.4809, 1.8672, -2.8717], [0.1215, 4.9455, -1.0370], [2.3951, 5.1572, -1.9491], [3.4188, 3.2910, -3.2220], [2.1510, 1.2105, -3.5741], [1.4648, -2.4654, -5.6746], [3.6841, -2.8508, -4.9988], [4.8245, -1.6567, -3.2095], [3.8374, -0.6525, -1.3685], [1.6184, 0.0655, -1.2706], [0.2923, 1.7691, -5.1243], [-0.6858, 1.9980, -7.3659], [-2.8794, 0.9649, -7.8796], [-4.0862, -0.2810, -6.1074], [-3.0842, -0.5231, -3.8687], [-3.0949, 5.4005, -1.4997], [-3.7594, 7.2525, -0.0158], [-3.3984, 7.0662, 2.4330], [-2.3329, 5.0674, 3.3720], [-3.3645, 2.6302, 3.9620], [-3.4969, 2.9213, 6.4036], [-1.4203, 3.1800, 7.7365], [0.7734, 3.1212, 6.5926], [0.8957, 2.8765, 4.1503], [0.1880, 5.0664, 2.0110], [2.5041, 5.7175, 1.5264], [4.1596, 4.0039, 0.8233], [3.4548, 1.6259, 0.6618], [1.1911, 0.9771, 1.1964], [1.3965, -8.0812, -2.3187], [0.9808, -6.7320, -2.2961], [-0.3710, -6.4045, -2.2775], [-0.7689, -5.0745, -2.2963], [0.1702, -4.0468, -2.3096], [1.5165, -4.3749, -2.3220], [1.9165, -5.7032, -2.3327], [-0.5952, -2.4015, -2.2336], [-1.5977, -2.4898, -3.3605], [0.9002, -1.2063, -4.2124], [1.3057, -1.9488, -0.7962], [1.9272, -2.1867, 0.3353], [1.4347, -3.2490, 1.0756], [2.1372, -3.6200, 2.1249], [3.2887, -2.9716, 2.5696], [3.6200, -1.8282, 1.8599], [2.9827, -1.4150, 0.7729], [0.7209, -8.7110, -1.9179], [2.3043, -8.2240, -1.9073], [-1.1166, -7.1933, -2.2322], [-1.8240, -4.8240, -2.3018], [2.2686, -3.5986, -2.2972], [2.9764, -5.9446, -2.3411], [1.7434, -4.4692, 2.6812], [3.8300, -3.2875, 3.4501], [4.4433, -1.1987, 2.1924], [-3.5402, -4.6030, 2.6212], [-2.5479, -4.4376, 3.5072], [-1.7510, -3.3712, 3.4573], [-0.7226, -3.1539, 4.3380], [0.0850, -1.9198, 4.2307], [-0.7957, -0.6832, 3.9736], [-1.6142, -0.4057, 4.8568], [-0.5733, -0.1071, 2.8606], [-0.4565, -4.0564, 5.3418], [0.4486, -3.9500, 6.1484], [-1.3127, -5.1487, 5.3632], [-2.3821, -5.4475, 4.5262], [-3.0512, -6.4493, 4.6862], [-1.8997, -2.6106, 2.7038], [0.8036, -2.0253, 3.4257], [0.6042, -1.8150, 5.1757], [-1.1238, -5.8180, 6.0913]], "charge": -2, "multiplicity": 1, "de_lowest_kj_mol": 386.69, "lumo_ha": 0.143, "homo_energy_ev": -0.98, "orbital_gap_ha": 0.179}

=====

no.,calculated total energy (eV),molar mass (g/mol)
1,-142046.331,1012.710
2,-133235.250,1041.168